Arrangement a

Computed, not measured: one molecule with the formula C2H4OS2, with wB97M-V/def2-TZVPD.

Last column: Mulliken charge in e.
Element x y z (Å)
1 C -1.44 -1.03 1.33  -0.2159
2 C 0.60 -0.27 -0.44  -0.9127
3 O -3.31 -1.30 3.04  -0.4153
4 S -2.37 -2.06 2.19  0.2083
5 S -0.24 -1.74 0.19  0.0236
6 H -1.33 0.08 1.20  0.3247
7 H 1.57 -0.55 -0.79  0.3203
8 H 0.69 0.77 0.02  0.3418
9 H 0.01 0.05 -1.35  0.3252

Computed properties:
<S²>: 2.010
2S+1: 3
charge: 0
lowest unoccupied orbital energy (spin up / spin down): 0.58 / -2.12 eV
orbital gap (spin up / spin down): 7.21 / 8.12 eV

Arrangement b

Computed, not measured: a 2-piece molecular cluster, C2H4OS2 overall, with wB97M-V/def2-TZVPD.

Last column: Mulliken charge in e.
Element x y z (Å)
1 C 1.82 -0.40 -0.36  0.4064
2 C -0.52 0.62 0.60  -0.8942
3 O 1.47 -1.33 -1.22  -0.4460
4 S 2.87 -0.40 0.98  -0.1729
5 S 2.79 1.06 -0.60  -0.1681
6 H -1.09 -0.27 0.28  0.3143
7 H -0.24 1.34 -0.15  0.3355
8 H -0.20 0.72 1.70  0.2735
9 H 2.25 -1.72 -1.66  0.3516

Computed properties:
<S²>: 2.010
2S+1: 3
charge: 0
lowest unoccupied orbital energy (spin up / spin down): -0.70 / -0.88 eV
orbital gap (spin up / spin down): 6.57 / 7.91 eV

Bottom line: arrangement a, by a margin of 107.7 kJ/mol.